1.
The following is a DFT calculation (ωB97M-V/def2-TZVPD) of a cluster of 9 separate species, C70H73BrI2N2O16PS in total at a distorted geometry.

The geometry in ORCA input format:
```
! RIJCOSX wB97M-V def2-TZVPD def2/J DEFGRID3
* xyz 1 1
C 6.82 -4.28 -0.49
C 5.50 -3.98 -1.24
C 4.97 -2.58 -0.99
C 5.98 -1.48 -1.39
C 5.27 -0.28 -2.02
C 4.28 0.39 -1.07
C 3.95 1.81 -1.54
C 2.69 2.42 -0.90
C 2.37 1.88 0.50
C 1.41 2.78 1.28
C -0.07 2.45 1.04
C -0.39 0.95 1.21
C -0.37 0.20 -0.14
C -1.51 -0.82 -0.32
C -1.75 -1.01 -1.85
C -1.71 -2.49 -2.26
N -0.37 -2.87 -2.73
C 0.23 -2.27 -3.82
P -0.43 -0.99 -4.95
S 0.51 0.70 -4.85
C 1.45 -2.77 -3.97
I 2.87 -2.27 -5.36
N 1.56 -3.72 -2.95
Br 3.13 -4.66 -2.70
C 0.46 -3.78 -2.23
C 0.05 -4.60 -1.05
I 0.55 -6.67 -1.13
C 0.48 -3.91 0.27
C -0.67 -4.06 1.27
H 7.17 -3.43 0.08
H 6.68 -5.11 0.20
H 7.57 -4.60 -1.21
H 5.65 -4.19 -2.30
H 4.75 -4.68 -0.86
H 4.08 -2.44 -1.61
H 4.73 -2.45 0.06
H 6.63 -1.90 -2.15
H 6.57 -1.16 -0.54
H 4.70 -0.65 -2.87
H 6.01 0.44 -2.36
H 4.71 0.43 -0.07
H 3.37 -0.20 -1.03
H 4.82 2.44 -1.34
H 3.87 1.76 -2.62
H 2.80 3.50 -0.84
H 1.87 2.21 -1.59
H 2.01 0.87 0.41
H 3.32 1.85 1.04
H 1.59 3.81 0.94
H 1.65 2.80 2.34
H -0.65 2.99 1.78
H -0.36 2.82 0.06
H -1.36 0.89 1.69
H 0.36 0.54 1.89
H 0.58 -0.33 -0.23
H -0.46 0.95 -0.92
H -2.40 -0.41 0.13
H -1.22 -1.76 0.13
H -2.72 -0.61 -2.13
H -0.95 -0.45 -2.33
H -1.97 -3.05 -1.37
H -2.46 -2.74 -3.00
H -1.76 -0.84 -4.56
H -0.39 -1.56 -6.24
H -1.03 -4.57 -1.06
H 0.57 -2.84 0.08
H 1.41 -4.31 0.65
H -0.86 -5.11 1.48
H -1.58 -3.68 0.81
H -0.53 -3.47 2.17
C -6.61 -2.35 1.79
C -5.36 -1.94 1.98
C -4.94 -0.57 1.62
O -3.79 -0.20 1.79
C -5.95 0.34 1.04
C -7.21 -0.06 0.85
C -7.64 -1.44 1.21
O -8.78 -1.80 1.04
H -6.95 -3.34 2.05
H -4.60 -2.59 2.40
H -5.62 1.34 0.79
H -7.96 0.59 0.43
C -2.35 -5.05 4.12
C -1.96 -5.67 5.23
C -2.34 -5.16 6.57
O -1.98 -5.73 7.58
C -3.17 -3.93 6.63
C -3.56 -3.31 5.52
C -3.18 -3.82 4.18
O -3.53 -3.26 3.16
H -2.09 -5.40 3.14
H -1.35 -6.57 5.21
H -3.44 -3.57 7.61
H -4.17 -2.41 5.54
C -7.90 4.43 0.85
C -8.81 5.28 1.30
C -10.19 5.30 0.74
O -11.02 6.08 1.15
C -10.51 4.33 -0.34
C -9.59 3.48 -0.79
C -8.22 3.46 -0.23
O -7.38 2.68 -0.64
H -6.89 4.40 1.24
H -8.60 6.00 2.08
H -11.51 4.36 -0.73
H -9.80 2.76 -1.58
C -1.52 -3.62 9.94
C -1.13 -4.24 11.05
C -1.51 -3.73 12.39
O -1.16 -4.29 13.40
C -2.34 -2.50 12.44
C -2.73 -1.88 11.33
C -2.35 -2.40 9.99
O -2.71 -1.83 8.97
H -1.25 -3.98 8.96
H -0.52 -5.14 11.03
H -2.61 -2.14 13.43
H -3.34 -0.98 11.34
C -2.86 3.13 6.75
C -2.89 3.92 5.68
C -3.14 3.38 4.32
O -3.17 4.10 3.35
C -3.36 1.91 4.20
C -3.33 1.12 5.27
C -3.08 1.66 6.62
O -3.06 0.94 7.60
H -2.68 3.50 7.75
H -2.73 4.99 5.75
H -3.54 1.54 3.20
H -3.49 0.05 5.19
C 6.86 5.44 -4.98
C 6.41 5.45 -3.72
C 5.10 4.87 -3.36
O 4.69 4.89 -2.22
C 4.29 4.27 -4.46
C 4.73 4.26 -5.71
C 6.05 4.84 -6.07
O 6.45 4.82 -7.21
H 7.81 5.86 -5.26
H 6.98 5.89 -2.91
H 3.33 3.86 -4.17
H 4.16 3.82 -6.52
C 7.51 10.02 -4.12
C 6.70 10.92 -3.56
C 5.29 11.06 -4.00
O 4.55 11.87 -3.50
C 4.82 10.17 -5.09
C 5.63 9.27 -5.65
C 7.04 9.13 -5.21
O 7.78 8.31 -5.71
H 8.54 9.90 -3.81
H 7.02 11.58 -2.77
H 3.79 10.29 -5.40
H 5.31 8.61 -6.45
C 2.50 -6.30 -7.76
C 1.62 -5.37 -7.39
C 0.27 -5.29 -8.00
O -0.52 -4.44 -7.65
C -0.06 -6.28 -9.06
C 0.82 -7.20 -9.44
C 2.17 -7.29 -8.82
O 2.96 -8.13 -9.16
H 3.49 -6.37 -7.32
H 1.82 -4.63 -6.63
H -1.05 -6.20 -9.49
H 0.59 -7.93 -10.20
*
```

## Properties
Lowest unoccupied orbital energy ... -0.1355 Eh
E_HOMO ... -0.4188 Ha

***

2.
The following is a DFT calculation (ωB97M-V/def2-TZVPD) of a structure of composition C70H74Co2N2O5P at a distorted geometry.

The geometry in ORCA input format:
```
! RIJCOSX wB97M-V def2-TZVPD def2/J DEFGRID3
* xyz -1 1
C -1.27 -1.79 1.17
C -2.21 -0.82 1.87
C -3.64 -1.01 1.33
C -2.23 -1.14 3.36
C -1.75 0.62 1.59
C -1.84 1.17 0.32
C -1.69 2.55 0.13
C -1.60 3.39 1.24
C -1.57 2.86 2.53
C -2.05 3.72 3.73
C -0.91 4.53 4.34
C -2.75 2.85 4.78
C -3.10 4.74 3.25
C -1.19 1.48 2.58
N -0.03 1.03 3.25
C 0.12 1.05 4.70
C 1.56 0.69 4.93
N 2.15 0.68 3.59
C 3.59 0.63 3.51
C 4.23 -0.63 3.55
C 3.55 -2.03 3.56
C 4.32 -3.00 2.65
C 2.11 -2.09 3.07
C 3.63 -2.56 5.00
C 5.62 -0.66 3.68
C 6.38 0.50 3.70
C 5.73 1.72 3.77
C 4.34 1.83 3.69
C 3.80 3.28 3.89
C 4.64 4.27 3.07
C 3.96 3.63 5.37
C 2.37 3.50 3.45
C 1.18 0.78 2.61
C 1.35 0.76 1.20
C 2.62 1.33 0.73
C 3.80 0.58 0.77
C 5.01 1.13 0.37
C 5.04 2.44 -0.13
C 3.87 3.19 -0.21
C 2.66 2.64 0.19
H -0.26 -1.68 1.57
H -1.59 -2.84 1.32
H -1.24 -1.60 0.09
H -4.32 -0.32 1.84
H -3.71 -0.82 0.25
H -3.97 -2.04 1.52
H -2.85 -0.42 3.91
H -2.65 -2.14 3.51
H -1.22 -1.14 3.77
H -1.96 0.51 -0.54
H -1.72 2.97 -0.88
H -1.60 4.47 1.08
H -0.39 5.10 3.56
H -1.30 5.23 5.09
H -0.16 3.90 4.84
H -3.60 2.32 4.33
H -2.09 2.10 5.23
H -3.13 3.49 5.60
H -3.93 4.23 2.75
H -3.51 5.28 4.11
H -2.67 5.47 2.57
H -0.12 2.03 5.13
H -0.55 0.31 5.16
H 2.08 1.41 5.58
H 1.66 -0.30 5.39
H 5.32 -3.23 3.02
H 3.77 -3.95 2.58
H 4.41 -2.59 1.63
H 1.41 -1.66 3.79
H 1.99 -1.58 2.11
H 1.83 -3.14 2.95
H 3.11 -1.89 5.70
H 3.16 -3.55 5.07
H 4.67 -2.64 5.33
H 6.14 -1.62 3.77
H 7.47 0.45 3.70
H 6.34 2.62 3.91
H 4.72 3.94 2.03
H 4.15 5.26 3.07
H 5.64 4.41 3.48
H 3.40 2.94 6.01
H 5.02 3.58 5.67
H 3.60 4.65 5.57
H 1.66 2.94 4.06
H 2.11 4.57 3.56
H 2.23 3.23 2.40
H 0.44 0.96 0.66
H 3.74 -0.47 1.08
H 5.93 0.54 0.45
H 5.99 2.86 -0.45
H 3.90 4.21 -0.59
H 1.72 3.20 0.09
O 1.93 -1.54 -5.35
C 1.05 -1.14 -4.71
Co -0.35 -0.60 -3.82
C -0.82 1.02 -3.42
O -1.13 2.11 -3.17
C -0.90 -0.47 -5.50
O -1.11 -0.37 -6.64
C -0.15 -2.08 -2.87
C -0.12 -0.95 -2.00
C 0.82 -0.49 -0.99
C 2.04 -0.07 -1.70
C 3.16 -0.92 -1.80
C 4.23 -0.57 -2.63
C 4.23 0.65 -3.29
C 3.15 1.53 -3.16
C 2.07 1.17 -2.37
Co -1.89 -1.73 -2.53
C -3.07 -0.47 -2.26
O -3.96 0.28 -2.09
C -2.19 -3.27 -1.77
O -2.39 -4.31 -1.28
P -3.13 -2.25 -4.34
C -4.16 -0.96 -5.16
C -5.34 -1.32 -5.84
C -6.11 -0.34 -6.48
C -5.71 1.01 -6.42
C -4.55 1.36 -5.74
C -3.78 0.38 -5.10
C -2.39 -3.16 -5.75
C -2.82 -2.96 -7.07
C -2.39 -3.83 -8.08
C -1.47 -4.84 -7.79
C -0.98 -4.99 -6.49
C -1.43 -4.15 -5.47
C -4.49 -3.41 -3.86
C -4.67 -4.66 -4.47
C -5.78 -5.44 -4.13
C -6.70 -4.99 -3.17
C -6.50 -3.76 -2.55
C -5.40 -2.97 -2.89
H 0.45 -2.97 -2.87
H 0.93 -1.12 -0.10
H 3.15 -1.86 -1.25
H 5.07 -1.26 -2.72
H 5.07 0.93 -3.92
H 3.16 2.51 -3.64
H 1.22 1.85 -2.25
H -5.66 -2.36 -5.88
H -7.01 -0.63 -7.01
H -6.32 1.77 -6.91
H -4.23 2.40 -5.69
H -2.88 0.68 -4.57
H -3.50 -2.15 -7.30
H -2.78 -3.70 -9.09
H -1.14 -5.51 -8.58
H -0.24 -5.76 -6.26
H -1.06 -4.27 -4.45
H -3.96 -5.02 -5.21
H -5.93 -6.40 -4.63
H -7.56 -5.60 -2.92
H -7.20 -3.40 -1.80
H -5.27 -1.99 -2.42
*
```

## Properties
Lowest unoccupied orbital energy ... 0.0833 Eh
E_HOMO ... -0.0768 Ha